{"formula": "C4H9N2", "method": "wB97M-V/def2-TZVPD", "multiplicity": 1, "lumo_ha": -0.147, "e_homo_ha": -0.5592, "total_charge": 1, "smiles": "C=[N+](C)[C@@H]1CN1", "e_tot_ha": -266.9445, "species": ["C", "C", "C", "C", "N", "N", "H", "H", "H", "H", "H", "H", "H", "H", "H"], "coordinates": [[-0.67061, 1.45855, 0.21564], [1.80182, -0.25530, 0.63649], [0.91914, -0.49395, -0.37530], [-1.75029, -0.64302, -0.21728], [1.87102, 0.52587, -0.60644], [-0.70225, 0.28766, -0.08743], [-1.58118, 2.08842, 0.10362], [0.25231, 1.92757, 0.58558], [1.75413, 0.29271, 1.57359], [2.60116, -0.97433, 0.74820], [0.59993, -1.24436, -1.03526], [-1.83210, -1.08114, 0.74084], [-1.52269, -1.24228, -1.06350], [-2.67716, -0.25733, -0.37113], [2.52120, 0.30382, -1.30986]], "lowdin_charge": [0.108, -0.104, -0.120, -0.001, 0.103, -0.069, 0.146, 0.123, 0.134, 0.130, 0.138, 0.119, 0.101, 0.080, 0.113]}